[1]
A structure of composition C34H18F5MoN6O2S. Source: the Open Molecules 2025 dataset; level of theory: ωB97M-V/def2-TZVPD.

Energy relative to the best compared isomer or geometry (same formula, charge and spin) (kcal per mole): 16.0
Frontier orbital gap (alpha / beta) (eV): 6.84 / 6.86

ORCA input file:
```
! RIJCOSX wB97M-V def2-TZVPD def2/J DEFGRID3
* xyz 1 1
Mo 0.27 -0.18 -0.72
C -2.11 -1.29 2.75
C -2.36 -0.13 3.48
C -1.91 1.06 2.98
C -1.18 1.10 1.78
N -0.85 -0.04 1.14
C -1.36 -1.20 1.61
N -0.93 2.37 1.31
C -0.18 2.63 0.31
N 0.61 1.74 -0.43
C 1.44 2.51 -1.28
N 2.46 2.12 -1.93
C 3.08 0.91 -1.70
C 4.35 0.78 -2.27
C 5.12 -0.33 -1.99
C 4.61 -1.28 -1.11
C 3.34 -1.12 -0.63
N 2.55 -0.06 -0.93
C 0.97 3.90 -1.23
C 1.37 5.02 -1.94
C 0.75 6.22 -1.63
C -0.22 6.30 -0.62
C -0.60 5.17 0.10
C 0.01 3.98 -0.23
H -2.50 -2.26 3.06
H -2.94 -0.17 4.40
H -2.12 2.01 3.46
H -1.19 -2.07 1.00
H 4.70 1.58 -2.90
H 6.11 -0.43 -2.42
H 5.18 -2.15 -0.82
H 2.92 -1.85 0.04
H 2.13 4.95 -2.71
H 1.03 7.11 -2.17
H -0.67 7.25 -0.41
H -1.35 5.22 0.88
O 0.68 -2.39 -4.11
C 0.58 -2.00 -2.99
O 0.51 -0.73 -2.63
C 0.58 -2.95 -1.82
C 0.55 -4.33 -2.05
C 0.66 -5.18 -0.98
C 0.87 -4.64 0.31
C 1.10 -5.47 1.44
C 1.39 -4.92 2.65
C 1.47 -3.51 2.79
C 1.23 -2.69 1.72
C 0.90 -3.24 0.46
N 0.68 -2.41 -0.61
H 0.45 -4.67 -3.07
H 0.62 -6.25 -1.11
H 1.06 -6.54 1.31
H 1.58 -5.55 3.51
H 1.72 -3.09 3.75
H 1.29 -1.62 1.83
F -5.93 2.16 1.78
C -5.03 1.63 0.97
C -4.22 2.46 0.20
F -4.35 3.78 0.28
C -3.26 1.89 -0.63
F -2.50 2.71 -1.35
C -3.08 0.52 -0.70
S -1.83 -0.15 -1.76
C -3.93 -0.28 0.05
F -3.81 -1.61 0.00
C -4.88 0.26 0.89
F -5.65 -0.53 1.63
*
```



[2]
A structure of composition C34H19BrCl5INO3PV. Source: the Open Molecules 2025 dataset; level of theory: ωB97M-V/def2-TZVPD.

Energy relative to the best compared isomer or geometry (same formula, charge and spin) (kcal per mole): 0.0
Frontier orbital gap (alpha / beta) (eV): 7.81 / 8.24

ORCA input file:
```
! RIJCOSX wB97M-V def2-TZVPD def2/J DEFGRID3
* xyz 1 3
V 0.63 0.75 0.07
I -0.70 2.36 -1.69
C -2.47 2.53 -0.59
C -2.85 3.82 -0.35
C -4.13 4.11 0.15
C -5.02 3.09 0.30
C -4.65 1.75 0.06
C -5.64 0.74 0.16
C -5.33 -0.57 -0.06
C -3.99 -0.92 -0.29
C -2.99 0.02 -0.38
P -1.32 -0.69 -0.22
C -1.41 -1.85 1.16
C -1.68 -3.21 1.00
C -1.73 -4.03 2.11
C -1.53 -3.51 3.38
C -1.26 -2.15 3.54
C -1.20 -1.32 2.43
C -0.91 -1.61 -1.72
C -1.54 -1.34 -2.93
C -1.09 -1.95 -4.10
C -0.02 -2.82 -4.05
C 0.61 -3.10 -2.85
C 0.17 -2.50 -1.68
C -3.32 1.41 -0.31
H -2.17 4.63 -0.58
H -4.41 5.13 0.36
H -6.04 3.30 0.61
H -6.65 1.03 0.42
H -6.09 -1.34 0.00
H -3.74 -1.97 -0.33
H -1.83 -3.62 0.01
H -1.94 -5.09 1.98
H -1.57 -4.16 4.24
H -1.10 -1.74 4.53
H -0.98 -0.27 2.57
H -2.38 -0.65 -2.97
H -1.59 -1.73 -5.03
H 0.33 -3.29 -4.97
H 1.44 -3.79 -2.81
H 0.66 -2.73 -0.74
Cl 6.51 -3.00 -1.19
C 5.14 -1.98 -1.23
C 4.29 -1.93 -0.13
Cl 4.58 -2.87 1.28
C 3.19 -1.09 -0.18
Cl 2.08 -0.97 1.18
C 2.89 -0.30 -1.29
O 1.82 0.50 -1.29
C 3.75 -0.36 -2.39
Cl 3.38 0.59 -3.76
C 4.86 -1.20 -2.35
Cl 5.91 -1.27 -3.71
Br 5.10 3.60 -1.03
C 4.36 3.56 0.70
C 5.02 4.15 1.77
N 4.55 4.12 3.01
C 3.40 3.49 3.23
C 2.66 2.88 2.22
C 3.15 2.94 0.92
C 1.42 2.14 2.59
O 1.15 1.81 3.72
O 0.61 1.85 1.55
H 5.97 4.65 1.62
H 3.04 3.46 4.25
H 2.62 2.51 0.08
*
```



[3]
A structure of composition C34H20BrCl2N6O3Ru. Source: the Open Molecules 2025 dataset; level of theory: ωB97M-V/def2-TZVPD.

Energy relative to the best compared isomer or geometry (same formula, charge and spin) (kcal per mole): 39.7
Frontier orbital gap (alpha / beta) (eV): 6.39 / 6.60

ORCA input file:
```
! RIJCOSX wB97M-V def2-TZVPD def2/J DEFGRID3
* xyz 0 2
Ru 0.08 -0.96 -0.29
Cl -5.47 -4.00 -2.79
C -3.85 -3.70 -2.29
C -3.59 -2.56 -1.54
C -2.29 -2.29 -1.13
N -1.89 -1.18 -0.37
C -2.71 -0.34 0.29
O -3.93 -0.31 0.30
C -1.91 0.65 1.13
C -2.66 1.72 1.78
C -2.06 2.50 2.67
C -0.64 2.27 3.05
C 0.10 1.54 1.92
N -0.63 0.51 1.21
C -1.24 -3.17 -1.48
C -1.52 -4.31 -2.21
C -2.82 -4.57 -2.62
Cl -3.12 -6.00 -3.55
N 0.03 -2.76 -1.02
C 1.20 -3.40 -1.29
O 1.35 -4.51 -1.78
C 2.41 -2.55 -0.94
C 3.67 -3.03 -1.22
C 4.76 -2.20 -1.00
C 4.53 -0.92 -0.52
C 3.23 -0.52 -0.26
N 2.19 -1.33 -0.44
H -4.39 -1.89 -1.27
H -3.71 1.79 1.53
H -2.62 3.27 3.19
H -0.61 1.73 4.00
H 2.18 1.26 1.58
H -0.72 -4.99 -2.47
H 3.76 -4.03 -1.63
H 5.77 -2.54 -1.21
H 5.34 -0.22 -0.36
H 3.01 0.48 0.08
Br -3.76 2.91 -5.28
C -2.47 2.00 -4.23
C -2.09 0.71 -4.57
C -1.16 0.05 -3.79
C -0.57 0.66 -2.67
O 0.35 -0.01 -1.99
C -0.97 1.97 -2.34
C -0.59 2.63 -1.09
N 0.42 2.34 -0.37
C 0.35 2.73 0.96
C 0.47 3.85 1.66
C 0.24 3.54 3.13
C 1.50 3.10 3.84
C 2.00 1.89 3.57
C 3.05 1.27 4.37
C 3.21 -0.05 4.33
C 2.33 -0.85 3.47
N 1.53 -0.39 2.59
C 1.49 1.05 2.41
C -1.94 2.62 -3.12
H -2.52 0.22 -5.42
H -0.86 -0.96 -4.03
H -1.32 3.36 -0.73
H 0.74 4.82 1.27
H -0.25 4.36 3.67
H 1.94 3.71 4.62
H 3.62 1.89 5.05
H 3.92 -0.56 4.96
H 2.38 -1.94 3.56
H -2.27 3.61 -2.84
*
```



[4]
A structure of composition C34H21F4MoN8O6. Source: the Open Molecules 2025 dataset; level of theory: ωB97M-V/def2-TZVPD.

Energy relative to the best compared isomer or geometry (same formula, charge and spin) (kcal per mole): 6.3
Frontier orbital gap (alpha / beta) (eV): 6.49 / 5.22

ORCA input file:
```
! RIJCOSX wB97M-V def2-TZVPD def2/J DEFGRID3
* xyz -1 3
Mo 1.30 1.25 1.62
N 0.77 4.22 4.74
C 1.10 3.10 4.01
O 0.36 2.63 3.10
C 2.39 2.43 4.34
C 2.62 1.25 3.43
H -0.10 4.67 4.55
H 1.45 4.56 5.40
H 2.40 2.18 5.39
H 3.18 3.17 4.19
H 2.44 0.33 3.97
H 3.65 1.25 3.10
O 2.74 -0.14 0.88
N 2.66 -0.50 -0.37
N 1.81 0.20 -1.09
O 1.00 1.12 -0.57
C 1.72 -0.20 -2.40
C 0.84 0.45 -3.29
C 0.76 -0.04 -4.58
C 1.53 -1.16 -4.98
C 2.41 -1.76 -4.08
C 2.57 -1.28 -2.82
H 0.25 1.33 -2.99
H 0.07 0.44 -5.24
H 1.46 -1.58 -5.99
H 2.95 -2.60 -4.48
H 3.22 -1.80 -2.10
F -0.98 -6.29 2.01
C -0.90 -5.48 0.92
C -1.67 -5.85 -0.17
F -2.47 -6.95 0.06
C -1.73 -5.07 -1.38
C -0.88 -3.92 -1.36
C 0.01 -3.68 -0.33
F 1.08 -2.84 -0.56
C -0.06 -4.35 0.92
C 0.51 -3.88 2.14
C 0.62 -2.47 2.30
N 0.80 -1.34 2.54
C 0.88 -4.80 3.13
N 1.19 -5.61 3.92
F -0.93 -3.01 -2.40
C -2.62 -5.37 -2.47
C -3.48 -6.50 -2.42
N -4.09 -7.48 -2.45
C -2.74 -4.60 -3.67
N -2.76 -4.05 -4.68
O 2.34 6.14 -1.17
C 1.09 5.62 -1.10
C 0.09 6.03 -1.95
C -1.20 5.50 -1.88
C -1.45 4.49 -0.98
C -0.45 4.01 -0.12
C 0.83 4.58 -0.15
C 1.85 4.21 0.87
O 2.53 4.96 1.59
O 2.15 2.89 0.95
H 2.32 6.88 -1.78
H 0.29 6.84 -2.65
H -1.95 5.95 -2.56
H -2.46 4.07 -0.88
H -0.68 3.16 0.51
N -0.37 0.80 1.59
C -1.50 0.19 1.24
C -2.26 -0.44 2.28
C -3.47 -1.04 1.96
C -3.98 -1.09 0.67
C -3.20 -0.51 -0.39
C -2.02 0.17 -0.11
H -1.84 -0.52 3.26
H -4.06 -1.46 2.78
H -4.96 -1.53 0.46
H -3.62 -0.54 -1.39
H -1.35 0.67 -0.84
*
```



[5]
A structure of composition C34H22CrN6O7. Source: the Open Molecules 2025 dataset; level of theory: ωB97M-V/def2-TZVPD.

Energy relative to the best compared isomer or geometry (same formula, charge and spin) (kcal per mole): 80.2
Frontier orbital gap (alpha / beta) (eV): 6.69 / 6.70

ORCA input file:
```
! RIJCOSX wB97M-V def2-TZVPD def2/J DEFGRID3
* xyz 1 4
Cr -1.00 -0.19 0.13
O -2.92 0.98 3.43
C -2.65 0.78 2.28
O -1.43 0.68 1.79
C -3.64 0.61 1.18
C -5.01 0.80 1.22
C -5.73 0.60 0.05
C -5.07 0.22 -1.11
C -3.70 0.05 -1.06
N -3.02 0.24 0.06
C -2.78 -0.34 -2.17
O -3.13 -0.55 -3.29
O -1.54 -0.38 -1.72
H -5.47 1.10 2.15
H -6.80 0.74 0.04
H -5.58 0.06 -2.06
C 2.61 -0.12 2.69
C 1.68 -0.14 1.65
N 0.51 -0.74 1.70
C 0.15 -1.37 2.85
C 1.00 -1.34 3.97
C 2.26 -0.71 3.87
C 0.60 -1.87 5.24
C -0.62 -2.39 5.41
C -1.50 -2.51 4.29
C -2.75 -3.13 4.47
C -3.59 -3.33 3.41
C -3.15 -2.94 2.15
N -1.98 -2.34 1.99
C -1.11 -2.06 3.02
H 3.55 0.39 2.55
H 1.93 0.39 0.75
H 2.91 -0.70 4.73
H 1.30 -1.79 6.06
H -0.96 -2.76 6.37
H -3.03 -3.45 5.47
H -4.56 -3.80 3.50
H -3.69 -3.11 1.23
O 1.39 -2.85 -1.51
C 1.42 -1.66 -1.59
N 2.24 -0.86 -2.35
C 1.99 0.57 -2.24
C 0.86 0.49 -1.23
O 0.14 1.36 -0.65
N 0.61 -0.74 -0.87
C 3.19 1.31 -1.63
C 4.48 0.83 -1.82
C 5.57 1.51 -1.29
C 5.38 2.68 -0.56
C 4.09 3.16 -0.37
C 3.00 2.48 -0.90
C 1.51 1.20 -3.55
C 1.67 0.56 -4.76
C 1.25 1.17 -5.94
C 0.66 2.42 -5.91
C 0.49 3.06 -4.69
C 0.91 2.46 -3.52
H 2.87 -1.29 -3.01
H 4.65 -0.08 -2.37
H 6.57 1.13 -1.45
H 6.23 3.21 -0.15
H 3.93 4.07 0.19
H 2.01 2.88 -0.74
H 2.11 -0.43 -4.82
H 1.39 0.65 -6.88
H 0.33 2.89 -6.82
H 0.02 4.03 -4.65
H 0.76 2.97 -2.57
O -2.28 -2.67 -0.23
N -1.54 -2.09 0.57
*
```



[6]
A structure of composition C34H22F6IIrNO4PS2. Source: the Open Molecules 2025 dataset; level of theory: ωB97M-V/def2-TZVPD.

Energy relative to the best compared isomer or geometry (same formula, charge and spin) (kcal per mole): 0.0
Frontier orbital gap (eV): 7.54

ORCA input file:
```
! RIJCOSX wB97M-V def2-TZVPD def2/J DEFGRID3
* xyz 0 1
Ir -0.34 -0.90 1.11
F -0.52 2.85 4.12
C -0.98 1.84 4.86
F 0.07 1.29 5.49
F -1.80 2.33 5.78
S -1.87 0.60 3.76
O -1.45 0.94 2.41
O -3.25 0.73 4.06
N -1.18 -0.74 4.28
S -1.37 -1.99 3.34
O -0.13 -2.59 2.91
O -2.36 -1.78 2.32
C -2.12 -3.28 4.44
F -2.18 -4.42 3.76
F -1.41 -3.48 5.54
F -3.36 -2.93 4.79
C -4.04 3.86 -0.35
C -4.16 2.55 0.11
C -3.07 1.70 0.05
C -1.85 2.16 -0.45
C -1.72 3.48 -0.88
C -2.82 4.32 -0.84
P -0.53 0.94 -0.59
C 1.03 1.74 -1.01
C 1.82 1.26 -2.06
C 3.12 1.70 -2.19
C 3.66 2.60 -1.28
C 2.88 3.06 -0.22
C 1.57 2.63 -0.09
C -1.08 0.05 -2.07
C -1.22 0.65 -3.30
C -1.66 -0.11 -4.39
C -1.96 -1.44 -4.24
C -1.89 -2.06 -2.97
C -2.28 -3.39 -2.74
C -2.28 -3.91 -1.48
C -1.83 -3.14 -0.38
C -1.40 -1.85 -0.56
C -1.45 -1.29 -1.86
H -4.90 4.52 -0.32
H -5.10 2.20 0.50
H -3.14 0.68 0.41
H -0.78 3.83 -1.27
H -2.74 5.34 -1.19
H 1.41 0.54 -2.75
H 3.73 1.33 -3.01
H 4.68 2.93 -1.38
H 3.31 3.73 0.51
H 0.96 2.98 0.74
H -0.99 1.70 -3.42
H -1.76 0.36 -5.36
H -2.28 -2.04 -5.08
H -2.60 -4.00 -3.59
H -2.62 -4.92 -1.30
H -1.82 -3.59 0.60
I 1.58 0.38 2.68
C 3.12 -0.10 1.29
C 4.37 0.36 1.57
C 5.44 0.02 0.73
C 5.22 -0.78 -0.35
C 3.93 -1.29 -0.62
C 3.74 -2.19 -1.70
C 2.51 -2.74 -1.92
C 1.41 -2.37 -1.12
C 1.53 -1.48 -0.08
C 2.82 -0.94 0.21
H 4.55 0.98 2.44
H 6.43 0.39 0.96
H 6.03 -1.07 -1.00
H 4.59 -2.45 -2.31
H 2.36 -3.45 -2.72
H 0.46 -2.83 -1.34
*
```



[7]
A structure of composition C34H23AsBeBr2F3N3. Source: the Open Molecules 2025 dataset; level of theory: ωB97M-V/def2-TZVPD.

Frontier orbital gap (eV): 6.70

ORCA input file:
```
! RIJCOSX wB97M-V def2-TZVPD def2/J DEFGRID3
* xyz 2 1
Be -0.32 0.40 0.77
Br 5.91 -0.27 0.25
C 4.03 -0.28 0.29
C 3.28 -0.41 -0.88
C 1.90 -0.35 -0.79
N 1.25 -0.19 0.36
C 1.96 -0.14 1.50
C 3.34 -0.17 1.51
C 1.13 -0.10 2.70
C 1.61 -0.22 4.00
C 0.70 -0.27 5.05
Br 1.32 -0.43 6.82
C -0.67 -0.23 4.76
C -1.06 -0.08 3.45
N -0.19 0.00 2.44
H 3.78 -0.53 -1.83
H 1.29 -0.45 -1.68
H 3.90 -0.09 2.43
H 2.66 -0.26 4.21
H -1.40 -0.30 5.55
H -2.10 -0.02 3.18
C -6.76 -0.56 0.51
C -5.84 -1.59 0.63
C -4.50 -1.37 0.37
C -4.08 -0.10 -0.02
C -5.00 0.93 -0.16
C -6.34 0.70 0.11
As -2.21 0.16 -0.53
C -2.14 -0.82 -2.22
C -2.26 -2.18 -2.43
C -2.26 -2.67 -3.74
C -2.08 -1.81 -4.81
C -1.96 -0.45 -4.60
C -2.04 0.06 -3.31
C -2.12 1.48 -2.97
C -2.15 2.52 -3.90
C -2.30 3.83 -3.46
C -2.45 4.11 -2.11
C -2.44 3.08 -1.18
C -2.26 1.77 -1.60
H -7.80 -0.73 0.72
H -6.18 -2.58 0.91
H -3.78 -2.17 0.46
H -4.68 1.92 -0.49
H -7.06 1.50 0.00
H -2.37 -2.88 -1.61
H -2.41 -3.72 -3.92
H -2.06 -2.19 -5.82
H -1.82 0.22 -5.43
H -2.10 2.30 -4.95
H -2.29 4.63 -4.19
H -2.59 5.13 -1.79
H -2.58 3.30 -0.13
F 1.21 6.91 0.91
C 0.44 6.37 -0.04
F 0.99 6.63 -1.23
F -0.75 6.98 0.00
C 0.28 4.88 0.18
C 0.57 3.97 -0.82
C 0.39 2.62 -0.54
N -0.05 2.17 0.63
C -0.32 3.06 1.59
C -0.17 4.42 1.41
H 0.94 4.30 -1.77
H 0.60 1.88 -1.30
H -0.67 2.66 2.53
H -0.41 5.11 2.21
*
```